No. 1
This record from the OMol25 dataset describes one molecule with the formula C5H3NOS. The level of theory is the ωB97M-V functional and the def2-TZVPD basis.

Output
Energy above the lowest of the compared OMol25 structures with the same formula, charge and spin: 156.53 kJ/mol
LUMO energy: 0.0311 hartree
Total energy: -19603.9285 eV
Multiplicity: 1
Structure (SMILES): C#Cc1ocnc1S

```
11
Properties=species:S:1:pos:R:3:mulliken_charge:R:1
C -2.7276 -1.0858 -0.0003 0.333
C -1.6782 -0.5111 0.0008 -0.673
C -0.4105 0.1563 -0.0020 0.207
O -0.3602 1.5304 0.0010 -0.332
C 0.9524 1.8002 0.0067 0.059
N 1.7379 0.7699 -0.0017 -0.558
C 0.8633 -0.3051 -0.0024 0.261
S 1.4059 -1.9726 0.0018 -0.254
H -3.6818 -1.6280 0.0057 0.411
H 1.2095 2.8540 -0.0080 0.398
H 2.6892 -1.6081 -0.0016 0.149
```


No. 2
This record from the OMol25 dataset describes C17H48O9P2 as an isolated structure. The level of theory is the ωB97M-V functional and the def2-TZVPD basis.

Output
LUMO energy: -0.0076 hartree
Total energy: -55411.9109 eV
Multiplicity: 1

```
76
Properties=species:S:1:pos:R:3:mulliken_charge:R:1
C 1.1812 -2.1444 2.3971 -0.888
P 1.4437 -0.4631 1.5287 0.349
C 3.1716 -0.2988 0.7318 -0.673
O 0.1495 -0.0525 0.4383 -0.188
P -1.3950 -0.4211 1.1971 0.667
O -1.3886 -0.1732 2.7808 -0.590
O -2.7474 0.4394 0.4681 -0.410
O -1.7342 -2.1386 0.9177 -0.463
H 2.1785 -2.3761 3.0098 0.345
H 1.0604 -3.0629 1.6459 0.288
H 0.3208 -2.1180 3.1974 0.195
H 3.7691 -1.3033 0.9730 0.307
H 3.1784 -0.1674 -0.4310 0.156
H 3.7388 0.5933 1.2860 0.206
H -3.5646 0.1940 1.0307 0.325
H -1.0078 -2.4157 0.2628 0.253
C 1.0430 1.0815 -2.4780 -0.926
C 2.1210 2.1535 -2.4680 0.726
C 2.1959 2.8766 -3.8033 -1.374
O 3.3820 1.5526 -2.1850 -0.510
H 1.2524 0.3222 -3.2398 0.321
H 1.0090 0.5611 -1.5147 -0.086
H 0.0578 1.5142 -2.6774 0.438
H 1.9154 2.8749 -1.6697 0.089
H 2.4462 2.1810 -4.6122 0.350
H 2.9842 3.6368 -3.7856 0.315
H 1.2453 3.3631 -4.0426 0.383
H 3.5730 0.9104 -2.8886 0.342
C -1.6156 -4.6469 4.4133 -1.127
C -0.2746 -4.6546 5.1296 0.415
C -0.4091 -5.1742 6.5521 -1.342
O 0.2531 -3.3310 5.1583 -0.519
H -2.3297 -3.9921 4.9253 0.326
H -1.5057 -4.2590 3.3949 0.197
H -2.0408 -5.6539 4.3606 0.393
H 0.4352 -5.2783 4.5754 0.278
H -1.0803 -4.5381 7.1399 0.355
H 0.5616 -5.1625 7.0594 0.319
H -0.7981 -6.1971 6.5636 0.378
H -0.3706 -2.7699 5.6484 0.339
C -4.6134 3.6757 -1.6384 -1.074
C -5.8346 2.7756 -1.7384 0.330
C -6.5314 2.6356 -0.3944 -1.068
O -5.4355 1.4875 -2.1998 -0.534
H -3.8775 3.2617 -0.9399 0.216
H -4.1149 3.7573 -2.6104 0.302
H -4.8894 4.6794 -1.3009 0.363
H -6.5344 3.1851 -2.4750 0.293
H -5.8636 2.1848 0.3483 0.191
H -7.4013 1.9753 -0.4788 0.305
H -6.8649 3.6082 -0.0195 0.361
H -4.8139 1.1162 -1.5520 0.336
C -0.2481 -4.4692 -4.3319 -1.359
C -0.5038 -4.0025 -2.9078 0.407
C -1.7391 -3.1196 -2.8274 -0.909
O 0.6282 -3.2745 -2.4389 -0.500
H -0.0742 -3.6170 -4.9984 0.340
H 0.6509 -5.0935 -4.3766 0.321
H -1.0948 -5.0463 -4.7163 0.384
H -0.6291 -4.8713 -2.2525 0.299
H -1.6181 -2.2195 -3.4405 0.307
H -1.9038 -2.7811 -1.7987 0.032
H -2.6305 -3.6562 -3.1666 0.386
H 0.7471 -2.5011 -3.0148 0.325
C 5.3293 4.1452 0.8823 -0.908
C 4.7108 5.3325 0.1616 0.344
C 3.2454 5.5022 0.5297 -1.069
O 4.8250 5.1421 -1.2463 -0.557
H 4.8223 3.2131 0.6087 0.047
H 6.3806 4.0278 0.5983 0.311
H 5.2714 4.2687 1.9681 0.376
H 5.2620 6.2446 0.4147 0.292
H 2.6645 4.6182 0.2436 0.156
H 2.8101 6.3528 -0.0058 0.292
H 3.1250 5.6664 1.6050 0.389
H 4.3386 4.3343 -1.4802 0.317
```


No. 3
This record from the OMol25 dataset describes an isolated ion of composition C4H11N4 and charge +1. The level of theory is the ωB97M-V functional and the def2-TZVPD basis.

Output
Net charge: +1
Energy above the lowest of the compared OMol25 structures with the same formula, charge and spin: 312.45 kJ/mol
LUMO energy: -0.1145 hartree
Total energy: -10277.9513 eV
Multiplicity: 1
Structure (SMILES): [H]/N=C1\[C@H](CN)[NH2+][C@@H]1N

```
19
Properties=species:S:1:pos:R:3:mulliken_charge:R:1
H 1.1713 2.7236 0.5799 0.244
N 1.5253 1.8368 0.3906 -0.486
C 0.9980 0.9447 -0.2196 0.253
C -0.4249 0.5873 -0.8386 -0.376
C -1.7859 0.5534 -0.1196 -0.490
N -1.8336 -0.4061 0.9403 -0.566
N 0.1088 -0.8114 -0.8101 -0.178
C 1.6419 -0.4340 -0.3287 -0.369
N 2.2740 -0.8442 0.8279 -0.490
H -0.6213 1.1637 -1.6837 0.431
H -2.3602 1.4999 0.1815 0.446
H -2.3814 0.1217 -0.9573 0.318
H -2.3527 -1.2774 0.7041 0.228
H -2.1909 0.0396 1.7121 0.216
H -0.0495 -1.3276 -1.6675 0.342
H -0.4058 -1.3899 -0.0854 0.413
H 2.1241 -0.6532 -1.1937 0.526
H 2.7751 -1.8104 0.8802 0.278
H 1.7876 -0.5165 1.6876 0.260
```


No. 4
This record from the OMol25 dataset describes one molecule with the formula C5H7FN2. The level of theory is the ωB97M-V functional and the def2-TZVPD basis.

Output
Energy above the lowest of the compared OMol25 structures with the same formula, charge and spin: 638.42 kJ/mol
LUMO energy: 0.0261 hartree
Total energy: -10989.6910 eV
Multiplicity: 1
Structure (SMILES): C#C[C@@H](F)CNN=C

```
15
Properties=species:S:1:pos:R:3:mulliken_charge:R:1
C 1.2280 -1.8412 -1.1626 -0.185
C 0.0473 -1.4861 -1.0342 -0.617
C -1.1049 -0.7727 -0.7463 0.698
F -2.1242 -1.6171 -0.4461 -0.288
C -0.9832 0.0447 0.6214 -0.835
N -0.6629 1.5412 0.4677 -0.080
N 0.5944 1.9426 0.5363 -0.499
C 1.6231 1.2220 0.9281 -0.197
H 2.1202 -2.4239 -1.6130 0.337
H -1.3849 -0.0537 -1.6370 0.239
H -0.1906 -0.5883 1.2022 0.433
H -2.0148 0.3451 1.2280 0.231
H -1.1017 1.5996 -0.5966 0.307
H 2.5402 1.9278 0.9035 0.288
H 1.4140 0.1599 1.3485 0.168
```


No. 5
This record from the OMol25 dataset describes one molecule with the formula C6H11N. The level of theory is the ωB97M-V functional and the def2-TZVPD basis.

Output
Energy above the lowest of the compared OMol25 structures with the same formula, charge and spin: 462.62 kJ/mol
LUMO energy: 0.0185 hartree
Total energy: -7885.7367 eV
Multiplicity: 1
Structure (SMILES): C/C=C/C=C/NC

```
18
Properties=species:S:1:pos:R:3:mulliken_charge:R:1
C -2.4969 0.2129 2.3555 -0.898
C -1.8360 0.4678 1.0702 -0.154
C -0.5004 0.4964 0.7175 -0.371
C 0.1126 0.0528 -0.5717 -0.320
C 1.2028 0.8136 -0.8868 -0.191
N 2.1620 0.1271 -1.8102 -0.367
C 1.9682 -1.3366 -1.7726 -0.697
H -1.8282 0.5162 3.2625 0.284
H -2.7936 -0.9146 2.4648 0.202
H -3.3168 0.9203 2.4008 0.298
H -2.4302 0.8987 0.2178 0.285
H 0.1089 1.2337 1.4088 0.148
H -0.5033 -0.4901 -1.3554 0.308
H 1.4595 1.7428 -0.5129 0.441
H 3.0405 0.4103 -1.6834 0.246
H 0.9427 -1.5647 -2.0944 0.201
H 2.5480 -1.9143 -2.5443 0.295
H 2.1603 -1.6724 -0.6661 0.290
```


No. 6
This record from the OMol25 dataset describes a 2-piece molecular cluster, C4H8BF5O2S overall. The level of theory is the ωB97M-V functional and the def2-TZVPD basis.

Output
Energy above the lowest of the compared OMol25 structures with the same formula, charge and spin: 157.93 kJ/mol
LUMO energy: -0.0642 hartree
Total energy: -33474.4530 eV
Multiplicity: 1

```
21
Properties=species:S:1:pos:R:3:mulliken_charge:R:1
C -1.2170 -3.0617 -1.7629 -1.275
C -0.8523 -1.6035 -1.6855 0.022
O 0.6018 -1.4792 -1.8991 -0.250
S 1.3801 -0.3132 -1.1769 0.323
C 1.0941 -0.5180 0.5887 -0.501
C 0.0199 0.3531 1.1784 0.582
O -0.0196 0.5973 2.3090 -0.336
F -0.8088 0.8834 0.2677 -0.251
H -0.6210 -3.6620 -1.0850 0.336
H -1.1741 -3.4346 -2.7788 0.328
H -2.2495 -3.1404 -1.4284 0.382
H -1.3419 -1.0529 -2.4812 0.319
H -1.1470 -1.2018 -0.7249 0.214
H 0.6461 0.7889 -1.4515 0.294
H 2.0269 -0.2607 1.0830 0.428
H 0.9110 -1.5785 0.7405 0.390
B 0.5436 3.7547 2.0722 0.578
F -0.3291 3.3549 3.0879 -0.386
F 1.5385 2.7436 1.8911 -0.421
F -0.1633 3.8739 0.8553 -0.410
F 1.1617 4.9566 2.4006 -0.366
```


No. 7
This record from the OMol25 dataset describes a 3-piece molecular cluster, C2H12N2O2 overall. The level of theory is the ωB97M-V functional and the def2-TZVPD basis.

Output
Energy above the lowest of the compared OMol25 structures with the same formula, charge and spin: 161.73 kJ/mol
LUMO energy: 0.0306 hartree
Total energy: -9342.5266 eV
Multiplicity: 1
Structure (SMILES): NCCN.O.O

```
18
Properties=species:S:1:pos:R:3:mulliken_charge:R:1
N 0.6542 -1.1481 -1.6271 -0.673
C -0.0704 0.1866 -1.6997 -0.349
C 0.0132 0.8295 -0.3653 -0.522
N 1.3018 0.8372 0.3279 -0.508
H 1.6264 -1.0278 -1.6616 0.258
H 0.4249 -1.4955 -2.6096 0.225
H -1.2729 0.2155 -1.8674 0.204
H 0.4459 0.8597 -2.3703 0.419
H -0.2422 1.9598 -0.3993 0.300
H -0.7548 0.3794 0.3218 0.294
H 1.7109 0.0649 0.6982 0.180
H 2.0358 1.4742 -0.0748 0.190
O -2.1126 -2.1948 -0.6605 -0.674
H -1.1455 -2.2440 -0.3350 0.351
H -1.9749 -2.2591 -1.6187 0.307
O 0.1297 1.0280 4.5151 -0.627
H -0.0711 1.4579 5.3604 0.316
H -0.6984 1.0767 4.0660 0.308
```


No. 8
This record from the OMol25 dataset describes a 3-piece molecular cluster, C20H37B3FNO8 overall. The level of theory is the ωB97M-V functional and the def2-TZVPD basis.

Output
LUMO energy: 0.0221 hartree
Total energy: -43962.7225 eV
Multiplicity: 1
Structure (SMILES): O=C(CCB1OBOB(CCCF)O1)Nc1ccccc1.COCCOC.COCCOC

```
70
Properties=species:S:1:pos:R:3:mulliken_charge:R:1
O -1.3626 1.3059 0.8663 -0.608
C -1.6019 2.0047 -0.0920 0.250
C -0.5436 2.4790 -1.0639 -0.403
C 0.8600 2.4635 -0.4528 -0.575
B 1.0277 3.5458 0.6593 0.080
O 1.3775 3.2248 1.9680 -0.604
B 2.0302 4.2102 2.6808 0.676
O 1.6804 5.5220 2.4542 -0.597
B 0.6735 5.6758 1.5057 0.592
C -0.5685 6.5893 1.7725 -0.802
C -1.8450 6.2170 0.9963 0.405
C -2.0424 7.0149 -0.2722 -0.579
F -0.9326 6.8967 -1.1182 -0.299
O 0.7892 4.8757 0.3760 -0.159
N -2.8898 2.4255 -0.4088 -0.089
C -3.8724 2.7327 0.5673 0.428
C -4.0544 1.9567 1.7159 -0.464
C -5.0378 2.3193 2.6305 -0.537
C -5.8525 3.4232 2.4112 -0.511
C -5.6750 4.1824 1.2571 -0.679
C -4.6890 3.8397 0.3411 -0.249
H -0.8022 3.4797 -1.4185 0.458
H -0.5850 1.8091 -1.9308 0.288
H 1.5539 2.6780 -1.2714 0.360
H 1.0822 1.4685 -0.0706 0.123
H 2.8816 3.9521 3.4659 -0.154
H -0.7639 6.5515 2.8464 0.305
H -0.2829 7.6237 1.5446 0.346
H -1.8775 5.1468 0.7664 -0.361
H -2.7230 6.4097 1.6214 0.424
H -2.1647 8.0788 -0.0503 0.366
H -2.9153 6.6690 -0.8327 0.281
H -2.8861 3.1052 -1.1555 0.309
H -3.4279 1.0954 1.8869 0.473
H -5.1733 1.7206 3.5218 0.366
H -6.6220 3.6895 3.1233 0.398
H -6.3056 5.0431 1.0695 0.374
H -4.5527 4.4339 -0.5559 0.369
C 0.7612 -1.1136 -3.6214 -0.793
O 1.1444 -0.7857 -2.3003 -0.300
C 0.4985 -1.5673 -1.3051 -0.264
C 1.4020 -2.6537 -0.7713 -0.763
O 1.7075 -3.6239 -1.7616 -0.306
C 2.9967 -3.4630 -2.3233 -0.872
H 1.4212 -0.5687 -4.2944 0.267
H 0.8578 -2.1849 -3.8150 0.312
H -0.2730 -0.8087 -3.8188 0.328
H -0.4187 -2.0107 -1.7058 0.391
H 0.2205 -0.8995 -0.4830 0.237
H 0.8914 -3.1654 0.0502 0.391
H 2.3210 -2.2106 -0.3753 0.359
H 3.7728 -3.7213 -1.5939 0.358
H 3.1590 -2.4399 -2.6712 0.430
H 3.0735 -4.1430 -3.1703 0.213
C 2.5539 -6.8209 -1.6563 -0.844
O 2.5917 -8.1503 -1.1699 -0.407
C 3.7421 -8.4391 -0.3965 -0.488
C 3.4513 -8.3915 1.0868 -0.494
O 3.1299 -7.0806 1.5198 -0.383
C 1.7439 -6.8598 1.6948 -0.688
H 1.5696 -6.6543 -2.0887 0.266
H 2.7110 -6.0946 -0.8567 0.412
H 3.3114 -6.6711 -2.4345 0.399
H 4.5492 -7.7381 -0.6339 0.291
H 4.0782 -9.4463 -0.6621 0.400
H 4.3418 -8.7128 1.6359 0.379
H 2.6371 -9.0837 1.3245 0.310
H 1.3641 -7.4146 2.5599 0.331
H 1.1744 -7.1476 0.8075 0.315
H 1.6082 -5.7947 1.8750 0.214
```


Sequential HOMO energy output: -8.54 -7.56 -13.66 -8.97 -6.96 -10.17 -8.94 -8.77 eV